1.
{
  "formula": "C2H3IOS",
  "method": "ωB97M-V/def2-TZVPD",
  "e_lumo_ev": -0.27,
  "e_homo_ev": -8.56,
  "gap_ev": 8.30,
  "relative_energy_kcal_mol": 18.7,
  "species": ["I", "S", "O", "C", "C", "H", "H", "H"],
  "coordinates": [[-0.3380, 2.6235, -0.0697], [0.2181, 0.8575, -1.5079], [-0.2318, 0.7114, 2.3247], [0.2611, -0.7177, -0.7558], [-0.8281, -0.1855, 2.0442], [0.9713, -0.7853, 0.1387], [-0.6192, -1.1314, -0.4988], [0.5666, -1.3724, -1.6754]]
}

---

2.
{
  "formula": "C2H3IOS2",
  "method": "ωB97M-V/def2-TZVPD",
  "e_lumo_ev": -0.05,
  "e_homo_ev": -9.41,
  "gap_ev": 9.36,
  "relative_energy_kcal_mol": 26.2,
  "species": ["I", "S", "S", "O", "C", "C", "H", "H", "H"],
  "coordinates": [[1.1761, -2.8460, 0.5532], [-2.1227, 1.6459, -1.2728], [-0.3160, 0.2771, 0.3588], [0.0822, 0.5035, -2.3880], [1.0851, -0.7853, 1.1833], [-0.6069, 0.7833, -1.4604], [0.6622, -0.8346, 2.1895], [1.9869, -0.2857, 0.7227], [-1.9469, 1.5418, 0.1137]]
}

---

3.
{
  "formula": "C2H3IOS2",
  "method": "ωB97M-V/def2-TZVPD",
  "smiles": "O=C(S)SCI",
  "e_lumo_ev": -0.55,
  "e_homo_ev": -9.26,
  "gap_ev": 8.71,
  "relative_energy_kcal_mol": 16.9,
  "species": ["I", "S", "S", "O", "C", "C", "H", "H", "H"],
  "coordinates": [[3.0194, 0.8443, 0.9053], [-0.3051, 1.0021, 0.4622], [-2.1712, -1.0809, 1.1646], [-0.3340, -1.1748, -0.9696], [1.0795, 0.9595, -0.4249], [-0.9219, -0.6148, -0.0259], [-3.0091, -2.0456, 0.8261], [1.4751, 1.8925, -0.8034], [1.1674, 0.2177, -1.1343]]
}

---

4.
{
  "formula": "C2H3KLi2O2",
  "method": "ωB97M-V/def2-TZVPD",
  "e_lumo_ev": [-4.76, -4.81],
  "spin_multiplicity": 2,
  "e_homo_ev": [-10.07, -11.17],
  "charge": 1,
  "gap_ev": [5.30, 6.35],
  "relative_energy_kcal_mol": 65.2,
  "species": ["K", "O", "O", "C", "C", "Li", "Li", "H", "H", "H"],
  "coordinates": [[-0.8507, 0.2758, 2.2914], [1.1133, 0.5960, 1.4648], [-0.6888, -0.9390, 0.1387], [-0.2353, -0.1323, -0.8412], [0.6298, 0.9422, -0.5245], [-2.1071, -2.5183, -0.1841], [1.2171, -1.1437, 0.7879], [1.2448, 1.3326, -1.3442], [0.3525, 1.8365, 0.0513], [-0.6755, -0.2498, -1.8400]]
}

---

5.
{
  "formula": "C2H3LiO2Rb",
  "method": "ωB97M-V/def2-TZVPD",
  "e_lumo_ev": -4.13,
  "e_homo_ev": -10.97,
  "charge": 1,
  "gap_ev": 6.84,
  "relative_energy_kcal_mol": 75.2,
  "species": ["Rb", "O", "O", "C", "C", "Li", "H", "H", "H"],
  "coordinates": [[0.7693, 1.1623, 1.1508], [-1.3772, -0.6432, 0.6689], [0.4133, -0.3514, -1.1864], [-0.6158, -1.2389, -1.4137], [-1.6219, -1.4297, -0.3373], [1.6917, 0.0043, -2.3549], [-1.2353, -0.9881, -2.3061], [-2.4029, -0.3816, 0.6985], [-0.2705, -2.2777, -1.6274]]
}

---

6.
{
  "formula": "C2H3LiO2Sr",
  "method": "ωB97M-V/def2-TZVPD",
  "e_lumo_ev": -8.80,
  "e_homo_ev": -15.52,
  "charge": 2,
  "gap_ev": 6.71,
  "relative_energy_kcal_mol": 0.0,
  "species": ["Sr", "O", "O", "C", "C", "Li", "H", "H", "H"],
  "coordinates": [[2.5418, -0.0406, 0.1700], [0.3919, -0.9828, 0.1507], [-2.0561, 1.2264, -0.5332], [-1.4410, 0.5058, 0.0575], [-0.7238, -0.5684, 0.8173], [0.2586, -2.6616, -0.7275], [2.0395, 1.8090, -0.2180], [-1.5014, -1.3428, 0.9668], [-0.5383, -0.0995, 1.8045]]
}

---

Repeat the second record exactly.
{
  "formula": "C2H3IOS2",
  "method": "ωB97M-V/def2-TZVPD",
  "e_lumo_ev": -0.05,
  "e_homo_ev": -9.41,
  "gap_ev": 9.36,
  "relative_energy_kcal_mol": 26.2,
  "species": ["I", "S", "S", "O", "C", "C", "H", "H", "H"],
  "coordinates": [[1.1761, -2.8460, 0.5532], [-2.1227, 1.6459, -1.2728], [-0.3160, 0.2771, 0.3588], [0.0822, 0.5035, -2.3880], [1.0851, -0.7853, 1.1833], [-0.6069, 0.7833, -1.4604], [0.6622, -0.8346, 2.1895], [1.9869, -0.2857, 0.7227], [-1.9469, 1.5418, 0.1137]]
}

---

> Which formula does entry 2 have?

C2H3IOS2